Density functional theory data (ωB97M-V/def2-TZVPD) for a structure of composition C34H40N6O3PdSTe in a non-equilibrium geometry.

The geometry in XYZ format:
```
86
Properties=species:S:1:pos:R:3:lowdin_charge:R:1
Pd -0.325 2.266 -1.115 0.938
C 4.468 3.755 -4.313 -0.048
O 4.075 2.627 -3.546 0.017
C 2.971 2.594 -2.812 -0.553
O 2.687 1.634 -2.147 0.056
N 2.154 3.710 -2.871 0.037
N 1.081 3.828 -1.962 -0.002
H 5.267 3.394 -4.956 0.106
H 4.860 4.547 -3.670 0.101
H 3.656 4.132 -4.939 0.097
H 2.561 4.588 -3.174 0.133
H 0.344 4.385 -2.409 0.113
H 1.386 4.309 -1.107 0.093
N -3.519 0.994 1.107 0.139
C -3.966 -0.272 0.805 -0.250
C -4.951 -0.854 1.602 -0.015
C -5.430 -2.116 1.321 -0.065
C -4.920 -2.831 0.242 -0.066
C -3.942 -2.269 -0.558 -0.091
C -3.461 -0.994 -0.285 -0.409
S -2.182 -0.322 -1.298 1.042
N -1.970 1.217 -0.674 -0.326
C -2.575 1.716 0.418 -0.286
C -2.254 3.037 0.827 -0.164
C -2.967 3.750 1.828 0.021
C -2.609 5.025 2.160 -0.017
C -1.534 5.630 1.481 -0.013
C -0.888 4.899 0.511 -0.116
N -1.191 3.646 0.182 0.003
H -3.889 1.411 1.945 0.124
H -5.331 -0.296 2.445 0.116
H -6.194 -2.551 1.946 0.110
H -5.270 -3.832 0.043 0.112
H -3.536 -2.820 -1.391 0.118
H -3.803 3.282 2.322 0.118
H -3.136 5.574 2.925 0.124
H -1.215 6.631 1.719 0.118
H -0.066 5.363 -0.027 0.106
C -0.518 1.412 -4.301 -0.013
C 0.113 0.381 -3.375 -0.815
O 0.461 -0.740 -3.790 -0.115
N 0.243 0.700 -2.120 -0.395
Te 0.989 -1.111 -1.230 1.738
C 2.047 -2.975 -0.333 -0.263
C 2.940 -2.825 0.713 -0.298
C 3.355 -1.472 1.197 -0.066
C 3.464 -3.972 1.302 -0.008
C 3.148 -5.235 0.829 -0.264
C 3.697 -6.465 1.484 -0.046
C 2.324 -5.339 -0.287 -0.006
C 1.775 -4.216 -0.893 -0.311
C 0.919 -4.335 -2.114 -0.071
C 0.289 -0.507 0.711 -0.366
C 0.590 0.752 1.240 -0.340
C 1.762 1.567 0.768 -0.099
C -0.099 1.212 2.362 -0.042
C -1.052 0.432 2.996 -0.280
C -1.779 0.942 4.204 -0.039
C -1.278 -0.849 2.509 -0.012
C -0.630 -1.326 1.378 -0.306
C -0.913 -2.723 0.925 -0.066
H -1.277 0.923 -4.908 0.084
H 0.245 1.804 -4.972 0.080
H -0.976 2.224 -3.710 0.046
H 3.390 -0.785 0.350 0.048
H 4.338 -1.518 1.662 0.085
H 2.643 -1.101 1.932 0.080
H 4.148 -3.865 2.133 0.117
H 4.337 -6.211 2.324 0.075
H 4.274 -7.055 0.774 0.084
H 2.881 -7.089 1.847 0.084
H 2.117 -6.317 -0.698 0.122
H 0.996 -5.328 -2.548 0.081
H 1.227 -3.596 -2.855 0.066
H -0.128 -4.149 -1.869 0.069
H 2.073 1.267 -0.233 0.002
H 2.599 1.392 1.447 0.095
H 1.530 2.641 0.808 0.061
H 0.145 2.192 2.756 0.121
H -1.636 2.015 4.317 0.072
H -1.401 0.451 5.100 0.091
H -2.845 0.734 4.143 0.070
H -1.985 -1.489 3.017 0.127
H -1.852 -3.080 1.338 0.083
H -0.118 -3.387 1.259 0.094
H -0.961 -2.767 -0.165 0.024
```

## Properties
ΔE to the lowest compared entry with this formula, charge and spin: 2.396 eV
<S²>: 0.77
2S+1: 2
Net charge: +1

=====

Density functional theory data (ωB97M-V/def2-TZVPD) for a cluster of 2 separate species, C34H40NO3Si2 in total in a non-equilibrium geometry.

The geometry in XYZ format:
```
80
Properties=species:S:1:pos:R:3:lowdin_charge:R:1
C -3.542 -1.170 -0.231 -0.164
Si -3.729 0.373 0.840 0.480
C -3.302 1.839 -0.233 -0.150
C -5.400 0.364 1.652 -0.160
O -2.585 0.395 2.153 -0.202
N -1.349 0.657 1.488 -0.161
O -0.641 -0.540 1.471 -0.232
Si -0.802 -1.889 2.536 0.468
C -1.902 -3.139 1.706 -0.163
C 0.934 -2.556 2.490 -0.144
C -1.377 -1.379 4.226 -0.152
C -0.613 1.623 2.201 -0.231
C -1.118 2.607 3.005 0.098
C 0.816 1.374 1.961 -0.173
C 1.743 1.561 2.986 -0.024
C 3.080 1.202 2.815 -0.081
C 3.484 0.561 1.640 -0.081
C 2.564 0.398 0.596 -0.062
C 1.240 0.817 0.744 -0.021
H -4.094 -0.988 -1.168 0.042
H -2.497 -1.372 -0.502 0.033
H -3.968 -2.070 0.230 0.025
H -3.586 1.653 -1.278 0.039
H -3.807 2.751 0.107 0.033
H -2.214 2.010 -0.198 0.030
H -6.180 0.428 0.880 0.043
H -5.560 -0.563 2.220 0.038
H -5.516 1.214 2.336 0.033
H -1.601 -4.139 2.053 0.043
H -2.961 -3.007 1.962 0.032
H -1.799 -3.127 0.614 0.035
H 1.060 -3.348 3.243 0.040
H 1.138 -2.997 1.504 0.047
H 1.690 -1.784 2.676 0.026
H -1.241 -2.256 4.886 0.043
H -0.799 -0.545 4.647 0.026
H -2.442 -1.107 4.238 0.035
H -0.511 3.511 3.093 0.062
H -2.152 2.561 3.320 0.072
H 1.358 1.935 3.939 0.088
H 3.794 1.401 3.617 0.095
H 4.513 0.197 1.536 0.109
H 2.856 -0.098 -0.332 0.111
H 0.543 0.747 -0.089 0.125
C -4.629 9.331 6.625 -0.037
O -3.802 9.117 5.456 -0.048
C -3.207 7.907 5.313 -0.221
C -2.479 7.657 4.116 0.041
C -1.740 6.502 3.993 -0.003
C -1.622 5.587 5.074 -0.140
C -0.544 4.631 5.120 0.003
C -0.514 3.456 5.970 -0.129
C 0.854 3.029 6.093 -0.113
C 1.172 1.869 6.785 0.015
C 0.143 1.178 7.438 -0.027
C -1.189 1.606 7.342 -0.040
C -1.528 2.737 6.588 0.004
C 1.685 3.974 5.357 -0.116
C 0.832 4.954 4.749 -0.104
C 1.387 6.016 4.030 0.021
C 2.778 6.132 3.969 -0.038
C 3.611 5.140 4.528 -0.019
C 3.065 4.033 5.189 0.005
C -2.471 5.777 6.193 0.025
C -3.201 6.940 6.348 0.016
H -5.137 10.271 6.415 0.101
H -5.362 8.521 6.752 0.102
H -4.017 9.430 7.533 0.105
H -2.495 8.410 3.330 0.134
H -1.217 6.280 3.063 0.127
H 2.208 1.528 6.798 0.126
H 0.383 0.304 8.045 0.120
H -1.977 1.052 7.856 0.118
H -2.566 3.041 6.472 0.121
H 0.740 6.731 3.524 0.109
H 3.229 6.992 3.463 0.118
H 4.700 5.237 4.438 0.123
H 3.682 3.216 5.567 0.123
H -2.485 5.038 6.994 0.115
H -3.738 7.130 7.282 0.117
```

## Properties
2S+1: 1
Net charge: +1
Total energy: -59288.102 eV

=====

Density functional theory data (ωB97M-V/def2-TZVPD) for a structure of composition C34H41ClGeN4O4Pd.

The geometry in XYZ format:
```
86
Properties=species:S:1:pos:R:3:lowdin_charge:R:1
Pd 0.754 -0.412 0.151 0.801
C 3.830 -1.498 -3.947 -0.049
C 4.403 -1.909 -2.598 -0.179
N 4.667 -0.794 -1.679 -0.059
C 6.028 -0.225 -1.678 -0.178
C 6.181 0.984 -2.590 -0.051
C 3.705 -0.292 -0.904 -0.390
C 4.083 0.690 0.162 0.009
N 2.449 -0.673 -0.986 0.012
H 3.699 -2.379 -4.574 0.091
H 4.501 -0.817 -4.469 0.075
H 2.858 -1.011 -3.846 0.051
H 5.349 -2.428 -2.736 0.127
H 3.745 -2.621 -2.093 0.120
H 6.698 -1.020 -1.999 0.127
H 6.314 0.019 -0.657 0.113
H 6.045 0.716 -3.637 0.072
H 7.181 1.402 -2.482 0.092
H 5.461 1.768 -2.345 0.069
H 4.789 0.228 0.853 0.108
H 3.199 0.992 0.718 0.050
H 4.557 1.576 -0.255 0.087
H 2.268 -1.376 -1.690 0.042
C -5.266 -1.119 3.162 0.030
C -4.421 -2.007 3.980 -0.071
C -4.860 -3.167 4.524 -0.005
C -4.015 -3.920 5.380 -0.551
Cl -4.587 -5.326 6.041 0.990
C -2.674 -3.508 5.726 -0.027
C -2.184 -2.393 5.183 0.128
C -2.972 -1.573 4.188 -0.381
O -2.932 -0.203 4.478 0.023
C -1.786 0.334 3.831 -0.013
C -1.570 -0.609 2.671 -0.371
O -2.295 -1.725 2.911 0.150
O -0.901 -0.478 1.685 0.036
H -6.249 -1.544 2.984 0.112
H -4.774 -0.895 2.209 0.094
H -5.366 -0.158 3.677 0.125
H -5.873 -3.509 4.359 0.141
H -2.115 -4.102 6.436 0.136
H -1.194 -2.037 5.443 0.157
H -0.901 0.350 4.477 0.161
H -1.998 1.345 3.491 0.144
C -4.883 1.692 0.818 -0.061
C -4.588 0.805 -0.212 -0.063
C -3.300 0.743 -0.723 -0.129
C -2.291 1.554 -0.196 -0.309
C -2.599 2.448 0.834 -0.102
C -3.893 2.517 1.336 -0.054
Ge -0.522 1.542 -0.939 1.137
C 0.819 2.437 0.094 -0.337
C 1.757 3.239 -0.574 -0.088
C 2.657 3.998 0.152 -0.046
C 2.668 3.928 1.542 -0.030
C 1.764 3.115 2.214 -0.053
C 0.829 2.385 1.495 -0.141
C -0.386 1.408 -2.825 -0.308
C 0.845 1.237 -3.468 -0.120
C 0.910 1.264 -4.850 -0.053
C -0.247 1.464 -5.597 -0.030
C -1.471 1.639 -4.967 -0.043
C -1.546 1.611 -3.583 -0.094
H -5.896 1.768 1.192 0.122
H -5.373 0.197 -0.645 0.120
H -3.096 0.095 -1.570 0.098
H -1.842 3.116 1.227 0.105
H -4.135 3.236 2.108 0.122
H 1.755 3.296 -1.656 0.108
H 3.350 4.652 -0.361 0.126
H 3.378 4.520 2.104 0.126
H 1.777 3.074 3.295 0.118
H 0.089 1.794 2.021 0.069
H 1.746 1.087 -2.885 0.078
H 1.860 1.139 -5.353 0.116
H -0.191 1.491 -6.677 0.124
H -2.364 1.809 -5.553 0.122
H -2.502 1.771 -3.099 0.096
N -0.618 -4.366 -1.289 0.202
C -0.722 -3.089 -0.892 -0.614
N -1.950 -2.526 -0.890 0.197
O 0.296 -2.461 -0.533 -0.088
H -1.385 -4.871 -1.697 0.124
H 0.305 -4.757 -1.376 0.129
H -2.777 -3.045 -1.129 0.121
H -2.057 -1.630 -0.449 0.062
```

## Properties
ΔE to the lowest compared entry with this formula, charge and spin: 0.000 eV
<S²>: 0.76
2S+1: 2
Net charge: +3